No. 1
Entry from the OMol25 dataset: a molecular structure, C42H37CuN9O2STe (ωB97M-V with the def2-TZVPD basis set).

```
93
C42H37CuN9O2STe | the OMol25 dataset | ωB97M-V with the def2-TZVPD basis set
C 2.857 -2.015 -4.032
H 5.336 -2.014 -7.185
H -3.988 -0.850 0.150
H -6.432 -0.492 0.182
C 2.486 -2.906 0.225
C 1.278 -3.321 0.787
C -0.408 -2.318 5.261
C -1.211 -3.445 5.165
H 2.624 -2.918 -3.482
C 4.948 -1.005 -7.047
C 0.153 -2.162 -1.004
H 2.081 -0.098 5.612
H 4.181 -3.028 -5.358
C 1.651 3.043 2.503
C 0.110 -2.928 0.149
C -1.446 -1.392 3.290
C -4.436 -0.239 0.924
H -4.114 -1.886 -2.717
H -0.268 3.596 -3.237
H -6.025 1.947 3.678
S 1.589 2.580 -0.198
C -5.581 1.333 2.904
C -3.258 3.120 -0.067
N 2.055 1.624 -4.076
C 2.710 2.787 -4.252
C 0.658 3.171 -3.591
H 3.417 -3.183 0.709
H 5.800 -0.334 -6.921
H 1.747 1.461 6.132
C 4.024 -0.948 -5.859
H -1.118 -4.243 5.891
H 2.468 -0.651 3.303
C -4.207 1.131 2.887
N -0.789 3.897 0.727
N 0.066 2.153 -0.573
H 0.701 -5.066 1.918
O 2.350 1.611 -0.999
H 3.744 2.802 -4.547
H 3.477 -1.771 -1.301
Te -1.530 0.115 1.803
C -3.123 -1.632 -2.384
C 1.355 -1.710 -1.562
C 2.555 0.321 -4.394
C 2.044 1.295 4.121
H 1.425 4.071 2.256
C -6.383 0.755 1.929
H -7.453 0.919 1.940
C -1.002 2.882 -0.128
C 1.841 3.813 -3.958
H 4.434 -0.716 -7.966
H 0.674 -3.566 2.839
H 0.080 -0.401 4.419
C 2.527 -2.116 -0.912
C 1.762 2.628 3.818
C -5.810 -0.035 0.942
C 3.405 0.234 -5.490
C 1.812 2.122 1.480
H -2.968 -2.611 2.390
C 2.235 -0.820 -3.630
H 2.050 4.868 -3.964
C 1.218 -4.115 2.065
H -2.776 -4.415 4.060
N 2.203 0.887 5.442
C -2.173 -2.485 -1.869
C -3.629 0.346 1.894
H 1.636 3.342 4.624
Cu 0.404 0.722 -1.898
C 3.732 -2.075 -5.097
H -4.231 2.762 -0.391
H -3.581 1.594 3.639
H -4.018 4.705 1.188
H 3.578 1.127 -6.080
H -2.894 0.589 -2.685
C -2.249 -2.526 3.198
C 2.228 0.382 3.078
C -2.140 -3.541 4.137
C -0.532 -1.291 4.333
N -1.280 -0.461 -1.909
N -1.075 -1.752 -1.606
H -1.676 5.351 1.864
C 2.104 0.790 1.765
N 1.314 -0.800 -2.611
H -0.855 -3.191 0.569
C -2.508 -0.371 -2.387
C -3.151 4.188 0.805
N -2.208 2.459 -0.544
H -2.184 -3.546 -1.687
H 2.244 0.082 0.957
N 0.783 1.848 -3.666
H 0.310 -2.235 6.069
C -1.861 4.533 1.174
O 1.888 3.969 -0.370
H 2.218 -4.331 2.440
```

## Properties
LUMO (alpha / beta) = 0.457 / -0.257 eV
<S²> = 0.7530
spin multiplicity = 2
gap between HOMO and LUMO (alpha / beta) = 7.33 / 6.55 eV
ΔE to the lowest compared entry with this formula, charge and spin = 0.00 kcal/mol
calculated total energy = -4572.67476 Eh



No. 2
Entry from the OMol25 dataset: C4H6O in the gas phase in a non-equilibrium geometry (ωB97M-V with the def2-TZVPD basis set).

```
11
C4H6O | the OMol25 dataset | ωB97M-V with the def2-TZVPD basis set
H 0.934 -0.983 -1.433
C 0.594 -1.358 -0.453
C -1.153 1.545 0.283
H 0.833 1.824 -0.384
H 0.670 1.609 1.440
C -1.354 0.262 0.053
H -2.223 -0.366 -0.138
C 0.175 1.690 0.474
O -0.088 -0.419 0.335
H 1.488 -1.618 0.131
H -0.017 -2.250 -0.583
```

## Properties
LUMO = 0.415 eV
gap between HOMO and LUMO = 9.22 eV
ΔE to the lowest compared entry with this formula, charge and spin = 101.22 kcal/mol
calculated total energy = -231.06241 Eh



No. 3
Entry from the OMol25 dataset: a molecular structure, C2H4F3MgO2S in a non-equilibrium geometry (ωB97M-V with the def2-TZVPD basis set).

```
13
C2H4F3MgO2S | the OMol25 dataset | ωB97M-V with the def2-TZVPD basis set
H 4.413 -4.372 1.147
H 2.113 -4.167 0.919
O 0.833 -4.199 2.159
S -0.105 -3.857 3.362
O 0.890 -3.785 4.538
H 3.358 -5.153 0.129
C -0.409 -2.025 3.047
C 3.409 -4.225 0.729
F 0.611 -1.477 2.417
F -1.503 -1.903 2.313
F -0.585 -1.425 4.212
H 3.527 -3.170 0.417
Mg 2.579 -4.429 3.649
```

## Properties
LUMO = -7.033 eV
gap between HOMO and LUMO = 7.13 eV
charge = +1
calculated total energy = -1126.63877 Eh